No. 1
Below is a 8-piece molecular cluster, C26H69BF4N2O16P3S2 overall in a non-equilibrium geometry, with properties calculated with ωB97M-V/def2-TZVPD.

Summary:
- DFT total energy (eV) = -124903.1112
- energy above the lowest of the compared OMol25 structures with the same formula, charge and spin (eV) = 12.050
- frontier orbital gap (eV) = 7.33
- highest occupied orbital energy (eV) = -10.906

```
! wB97M-V def2-TZVPD RIJCOSX def2/J DEFGRID3
* xyz 1 1
N 0.38 4.01 -3.77
H 1.30 3.84 -4.13
H -0.02 3.17 -3.40
H -0.11 4.42 -4.56
H 0.30 4.67 -3.01
N -5.05 -2.60 -3.15
H -5.65 -2.90 -2.40
H -5.34 -1.65 -3.32
H -5.02 -3.34 -3.85
H -4.16 -2.52 -2.69
B -1.83 0.30 0.20
F -2.07 -0.96 -0.25
F -1.04 1.02 -0.56
F -3.07 0.93 0.20
F -1.57 0.36 1.51
C 0.89 -5.59 1.96
C 0.45 -4.84 3.22
C -1.11 -4.88 3.41
S -1.66 -6.34 2.45
O -2.26 -5.96 1.20
O -2.26 -7.38 3.23
C 0.01 -6.93 1.92
H 1.89 -5.97 2.17
H 1.10 -4.98 1.09
H 0.77 -3.80 3.20
H 0.90 -5.32 4.09
H -1.64 -4.02 3.00
H -1.25 -5.00 4.48
H 0.08 -7.42 0.95
H 0.27 -7.47 2.83
C 0.22 1.69 8.93
C 1.10 1.47 10.15
C 1.09 0.04 10.50
S 0.92 -0.76 8.91
O -0.37 -1.47 8.96
O 2.05 -1.63 8.54
C 0.79 0.81 7.83
H 0.54 2.67 8.58
H -0.84 1.56 9.16
H 0.80 2.10 10.98
H 2.09 1.94 10.06
H 0.25 -0.23 11.14
H 2.02 -0.26 10.98
H 0.11 0.60 7.00
H 1.79 1.16 7.58
C 5.17 -1.13 -10.84
C 6.04 -0.47 -9.75
O 5.26 0.36 -9.03
P 4.83 0.06 -7.46
O 4.17 1.12 -6.66
O 4.10 -1.41 -7.53
C 2.78 -1.48 -7.92
C 1.84 -1.61 -6.66
O 6.26 -0.34 -6.84
C 7.42 0.52 -6.81
C 8.19 0.17 -5.53
H 5.35 -0.42 -11.64
H 5.61 -2.08 -11.13
H 4.09 -1.07 -10.66
H 6.67 -1.18 -9.22
H 6.65 0.22 -10.35
H 2.63 -0.62 -8.59
H 2.67 -2.38 -8.53
H 2.17 -2.53 -6.17
H 1.93 -0.83 -5.91
H 0.79 -1.66 -6.95
H 7.87 0.08 -7.70
H 7.15 1.57 -6.91
H 8.31 -0.92 -5.52
H 9.21 0.53 -5.36
H 7.51 0.33 -4.70
C -8.42 -0.89 3.60
C -8.38 -0.97 2.03
O -9.39 -1.63 1.52
P -9.26 -3.20 1.35
O -7.94 -3.64 0.75
O -9.59 -3.70 2.85
C -9.09 -4.99 3.36
C -10.10 -6.06 2.99
O -10.66 -3.74 0.72
C -10.73 -4.07 -0.67
C -11.95 -4.82 -0.93
H -7.97 0.04 3.94
H -9.47 -0.73 3.81
H -7.84 -1.67 4.10
H -8.14 0.04 1.67
H -7.43 -1.44 1.79
H -8.05 -5.24 3.16
H -8.96 -4.88 4.43
H -11.06 -5.70 2.63
H -9.77 -6.88 2.35
H -10.30 -6.70 3.85
H -10.72 -3.07 -1.10
H -9.79 -4.33 -1.15
H -12.75 -4.10 -0.74
H -12.08 -5.21 -1.94
H -12.00 -5.68 -0.26
C 4.30 3.83 1.21
C 3.72 5.08 1.88
O 4.56 6.24 1.85
P 4.90 6.93 0.49
O 4.48 6.21 -0.73
O 4.22 8.41 0.58
C 4.22 9.45 -0.43
C 5.24 10.38 0.24
O 6.55 7.21 0.83
C 7.50 6.21 1.15
C 7.96 5.79 -0.31
H 4.12 3.90 0.14
H 5.37 3.90 1.42
H 3.83 2.96 1.67
H 2.65 5.22 1.75
H 3.58 4.72 2.90
H 4.48 9.24 -1.47
H 3.23 9.89 -0.56
H 4.99 11.29 -0.30
H 5.03 10.61 1.29
H 6.22 9.97 0.03
H 8.36 6.46 1.77
H 7.18 5.31 1.68
H 8.64 6.44 -0.86
H 8.66 4.96 -0.19
H 7.35 5.30 -1.07
*
```

Here are the Löwdin charges for atoms 1 to 6, given in e: number 1, N, carries 0.358; number 2, H, carries 0.162; number 3, H, carries 0.160; number 4, H, carries 0.157; number 5, H, carries 0.161; number 6, N, carries 0.356

***

No. 2
Below is an isolated ion of composition C5H11N2O and charge +1 in a non-equilibrium geometry, with properties calculated with ωB97M-V/def2-TZVPD.

Summary:
- structure (SMILES) = N/C=[NH+]\CCCC=O
- DFT total energy (eV) = -10384.5999
- energy above the lowest of the compared OMol25 structures with the same formula, charge and spin (eV) = 1.005
- frontier orbital gap (eV) = 10.50
- highest occupied orbital energy (eV) = -13.578

```
! wB97M-V def2-TZVPD RIJCOSX def2/J DEFGRID3
* xyz 1 1
O 0.67 -0.04 -1.71
C 1.70 -0.17 -1.10
C 1.79 -0.89 0.23
C 1.32 -0.05 1.43
C -0.13 0.50 1.30
N -2.27 1.07 -0.66
C -1.99 -0.15 -0.21
N -1.03 -0.42 0.61
H 2.65 0.25 -1.47
H 2.85 -1.11 0.41
H 1.28 -1.85 0.15
H 1.39 -0.57 2.38
H 1.95 0.83 1.47
H -0.06 1.51 0.89
H -0.53 0.59 2.31
H -1.66 1.84 -0.43
H -2.94 1.15 -1.39
H -2.67 -0.92 -0.52
H -0.90 -1.37 0.89
*
```

Here are the natural (NBO) charges for atoms 1 to 6, given in e: number 1, O, carries -0.537; number 2, C, carries 0.450; number 3, C, carries -0.526; number 4, C, carries -0.398; number 5, C, carries -0.248; number 6, N, carries -0.713

***

No. 3
Below is C30H20BrF4P2PtS2Se4 as an isolated structure in a non-equilibrium geometry, with properties calculated with ωB97M-V/def2-TZVPD.

Summary:
- DFT total energy (eV) = -417231.3680
- energy above the lowest of the compared OMol25 structures with the same formula, charge and spin (eV) = 2.740
- frontier orbital gap (spin up / spin down) (eV) = 4.86 / 5.20
- highest occupied orbital energy (spin up / spin down) (eV) = -4.054 / -4.134

```
! wB97M-V def2-TZVPD RIJCOSX def2/J DEFGRID3
* xyz -1 1
Pt -0.12 -0.07 0.05
F 3.36 0.88 6.28
C 2.59 1.08 5.20
C 1.91 2.28 5.02
F 2.03 3.26 5.93
C 1.11 2.46 3.90
F 0.54 3.66 3.78
C 0.92 1.47 2.94
P -0.26 1.70 1.51
C 0.19 3.38 0.99
C -0.80 4.20 0.45
C -0.49 5.48 0.03
C 0.81 5.95 0.13
C 1.80 5.13 0.63
C 1.50 3.85 1.05
C -1.86 1.98 2.36
C -2.83 1.00 2.18
C -4.06 1.08 2.81
C -4.34 2.16 3.64
C -3.41 3.18 3.76
C -2.19 3.10 3.12
C 1.66 0.29 3.11
Br 1.71 -1.14 1.88
C 2.47 0.10 4.22
F 3.16 -1.03 4.36
H -1.81 3.82 0.36
H -1.27 6.11 -0.37
H 1.05 6.95 -0.19
H 2.82 5.48 0.68
H 2.28 3.21 1.44
H -2.62 0.16 1.53
H -4.79 0.30 2.67
H -5.28 2.22 4.15
H -3.64 4.04 4.37
H -1.51 3.94 3.19
Se -0.20 -1.10 -2.08
Se -0.69 -3.32 -1.91
Se -2.35 -3.55 -0.16
Se -1.65 -2.21 1.50
S 2.37 2.62 -3.61
P 3.30 1.95 -2.02
S 2.30 1.06 -0.51
C 4.71 0.84 -2.42
C 5.15 -0.10 -1.50
C 6.28 -0.85 -1.77
C 6.96 -0.67 -2.96
C 6.51 0.25 -3.89
C 5.38 1.01 -3.62
C 4.25 3.29 -1.18
C 4.55 4.47 -1.85
C 5.21 5.49 -1.20
C 5.58 5.34 0.13
C 5.31 4.15 0.79
C 4.65 3.13 0.14
H 4.60 -0.25 -0.58
H 6.62 -1.58 -1.05
H 7.85 -1.25 -3.16
H 7.04 0.38 -4.82
H 5.01 1.72 -4.35
H 4.24 4.58 -2.88
H 5.43 6.41 -1.71
H 6.07 6.15 0.65
H 5.58 4.04 1.83
H 4.43 2.20 0.65
*
```

Here are the natural (NBO) charges for atoms 1 to 6, given in e: number 1, Pt, carries 0.307; number 2, F, carries -0.287; number 3, C, carries 0.294; number 4, C, carries 0.251; number 5, F, carries -0.292; number 6, C, carries 0.406

***

No. 4
Below is an isolated ion of composition C10H12N5 and charge +1 in a non-equilibrium geometry, with properties calculated with ωB97M-V/def2-TZVPD.

Summary:
- structure (SMILES) = CN1C=[NH+]C(c2cn[nH]c2)=C2CC=N[C@@H]21
- DFT total energy (eV) = -18006.3049
- energy above the lowest of the compared OMol25 structures with the same formula, charge and spin (eV) = 1.584
- frontier orbital gap (eV) = 8.19
- highest occupied orbital energy (eV) = -11.889

```
! wB97M-V def2-TZVPD RIJCOSX def2/J DEFGRID3
* xyz 1 1
C -0.29 3.01 0.40
C -2.14 2.46 -0.73
C -1.06 1.87 -0.09
C 2.76 -0.56 0.28
C -1.14 -1.68 -0.57
C -0.65 0.52 0.08
C 0.59 0.05 0.69
C 2.04 0.63 0.61
C 0.82 -1.46 0.74
C 0.31 -3.58 -0.35
N -0.89 4.14 0.06
N 2.18 -1.68 0.35
N -2.00 3.80 -0.62
N -0.05 -2.19 -0.15
N -1.52 -0.45 -0.38
H 0.66 2.89 0.93
H -3.06 2.09 -1.20
H 3.82 -0.59 0.02
H -1.79 -2.45 -1.03
H 2.37 0.87 1.64
H 2.31 1.59 -0.11
H 0.66 -1.89 1.71
H 1.27 -3.68 -0.76
H 0.41 -3.88 0.63
H -0.37 -4.19 -0.80
H -2.74 4.41 -0.79
H -2.52 -0.06 -0.58
*
```

Here are the natural (NBO) charges for atoms 1 to 6, given in e: number 1, C, carries -0.002; number 2, C, carries -0.017; number 3, C, carries -0.237; number 4, C, carries 0.155; number 5, C, carries 0.389; number 6, C, carries 0.194

***

No. 5
Below is an isolated ion of composition C9H12NO2 and charge +1 in a non-equilibrium geometry, with properties calculated with ωB97M-V/def2-TZVPD.

Summary:
- DFT total energy (eV) = -15102.2061
- energy above the lowest of the compared OMol25 structures with the same formula, charge and spin (eV) = 3.859
- frontier orbital gap (spin up / spin down) (eV) = 6.70 / 6.70
- highest occupied orbital energy (spin up / spin down) (eV) = -10.531 / -10.531

```
! wB97M-V def2-TZVPD RIJCOSX def2/J DEFGRID3
* xyz 1 1
C -1.03 -4.38 0.97
C -1.65 -3.77 -0.12
C -0.37 -3.52 1.82
C -1.60 -2.41 -0.28
C -0.34 -2.14 1.68
C -0.65 -0.23 0.31
C 1.32 3.72 -0.75
C 0.56 2.43 -0.64
C 0.79 1.71 0.59
N -0.85 -1.65 0.57
O 0.33 0.53 0.89
O 1.64 2.15 1.54
H -1.01 -5.38 1.28
H -2.08 -4.26 -0.96
H 0.26 -4.08 2.60
H -1.91 -1.83 -1.26
H 0.23 -1.45 2.23
H -1.32 0.25 -0.39
H 0.85 4.49 -0.24
H 2.31 3.53 -0.42
H 1.29 4.05 -1.76
H -0.53 2.67 -0.70
H 0.69 1.71 -1.47
H 2.00 3.07 1.25
*
```

Here are the natural (NBO) charges for atoms 1 to 6, given in e: number 1, C, carries -0.179; number 2, C, carries -0.192; number 3, C, carries -0.184; number 4, C, carries 0.019; number 5, C, carries 0.015; number 6, C, carries -0.030

***

No. 6
Below is a 6-piece molecular cluster, C25H42N3O17P overall in a non-equilibrium geometry, with properties calculated with ωB97M-V/def2-TZVPD.

Summary:
- structure (SMILES) = N=[PH2]c1cc(CCN)cc2c1C(=O)NC2=O.COC(=O)OC.COC(=O)OC.COC(=O)OC.COC(=O)OC.COC(=O)OC
- DFT total energy (eV) = -75160.2760
- energy above the lowest of the compared OMol25 structures with the same formula, charge and spin (eV) = 11.953
- frontier orbital gap (eV) = 7.05
- highest occupied orbital energy (eV) = -8.973

```
! wB97M-V def2-TZVPD RIJCOSX def2/J DEFGRID3
* xyz 0 1
N -0.65 5.02 -3.27
P -1.06 3.99 -2.10
C -2.71 3.16 -2.56
C -4.03 4.07 -2.88
C -5.44 3.30 -3.24
C -6.82 4.20 -3.52
C -7.73 4.03 -2.13
N -9.16 4.51 -2.29
C -5.60 1.64 -3.33
C -4.24 0.78 -3.00
C -2.83 1.52 -2.64
C -1.74 0.32 -2.40
O -0.41 0.36 -2.35
N -2.56 -0.95 -2.24
C -3.94 -0.83 -2.93
O -4.63 -1.91 -3.31
H -1.37 5.04 -4.04
H -0.03 2.96 -2.03
H -1.18 4.66 -0.81
H -4.04 5.26 -2.84
H -6.55 5.35 -3.69
H -7.39 3.81 -4.48
H -7.12 4.57 -1.29
H -7.72 2.85 -1.92
H -9.80 3.67 -2.14
H -9.35 5.10 -1.43
H -6.60 1.09 -3.59
H -2.64 -1.04 -1.20
C 2.15 -0.69 -1.32
O 2.90 -1.83 -1.74
C 2.29 -3.02 -1.48
O 1.21 -3.17 -0.93
O 3.11 -4.01 -1.92
C 2.60 -5.32 -1.71
H 2.73 0.20 -1.58
H 1.19 -0.64 -1.84
H 2.00 -0.70 -0.23
H 1.65 -5.46 -2.25
H 2.47 -5.52 -0.65
H 3.33 -6.04 -2.11
C 2.65 -4.73 1.77
O 2.13 -4.50 3.07
C 2.00 -3.19 3.40
O 2.30 -2.24 2.70
O 1.50 -3.12 4.66
C 1.31 -1.79 5.15
H 2.71 -5.81 1.61
H 2.00 -4.30 1.00
H 3.67 -4.32 1.68
H 0.60 -1.25 4.52
H 2.27 -1.26 5.20
H 0.90 -1.86 6.16
C 7.91 -6.61 3.26
O 8.39 -5.88 2.13
C 7.70 -6.11 0.99
O 6.74 -6.86 0.86
O 8.26 -5.36 0.00
C 7.63 -5.50 -1.27
H 8.53 -6.35 4.12
H 6.87 -6.33 3.49
H 7.98 -7.69 3.09
H 6.58 -5.17 -1.22
H 7.69 -6.54 -1.62
H 8.16 -4.86 -1.98
C -1.67 -4.10 6.08
O -2.50 -3.04 6.55
C -3.10 -3.28 7.74
O -2.98 -4.30 8.41
O -3.85 -2.20 8.07
C -4.54 -2.31 9.31
H -1.25 -3.80 5.12
H -0.85 -4.29 6.78
H -2.26 -5.01 5.92
H -3.83 -2.43 10.13
H -5.24 -3.15 9.28
H -5.10 -1.39 9.47
C 0.99 7.41 -3.21
O 0.66 8.44 -4.14
C 1.71 9.22 -4.51
O 2.86 9.10 -4.12
O 1.26 10.14 -5.39
C 2.26 11.04 -5.87
H 0.08 6.85 -2.99
H 1.72 6.72 -3.64
H 1.37 7.84 -2.28
H 3.04 10.49 -6.41
H 2.69 11.61 -5.05
H 1.79 11.73 -6.57
*
```

Here are the Löwdin charges for atoms 1 to 6, given in e: number 1, N, carries -0.348; number 2, P, carries 0.734; number 3, C, carries -0.234; number 4, C, carries 0.004; number 5, C, carries -0.114; number 6, C, carries -0.174

***

No. 7
Below is a 3-piece molecular cluster, C6H17NO3 overall in a non-equilibrium geometry, with properties calculated with ωB97M-V/def2-TZVPD.

Summary:
- structure (SMILES) = CCCC(=O)NCC.O.O
- DFT total energy (eV) = -14128.5692
- energy above the lowest of the compared OMol25 structures with the same formula, charge and spin (eV) = 3.031
- frontier orbital gap (eV) = 10.19
- highest occupied orbital energy (eV) = -9.586

```
! wB97M-V def2-TZVPD RIJCOSX def2/J DEFGRID3
* xyz 0 1
O -0.20 -1.01 1.53
C -0.01 -0.24 0.56
N -1.06 0.43 -0.13
C -2.40 0.30 0.46
C -3.44 -0.10 -0.65
C 1.37 0.06 -0.08
C 1.35 2.21 1.27
C 1.99 1.53 -0.08
H -0.89 0.82 -1.14
H -2.43 1.27 1.10
H -2.32 -0.55 1.32
H -3.99 0.70 -1.17
H -4.21 -0.68 -0.21
H -2.97 -0.82 -1.39
H 1.41 -0.34 -1.05
H 2.14 -0.64 0.51
H 1.83 3.16 1.31
H 1.93 1.68 2.06
H 0.36 2.42 1.16
H 3.08 1.44 0.00
H 1.66 2.09 -0.98
H -0.24 -1.19 -4.02
H -0.77 -0.60 -2.71
O -0.69 -0.41 -3.61
H 1.88 -2.68 1.51
H 2.91 -1.59 1.89
O 2.76 -2.35 1.30
*
```

Here are the natural (NBO) charges for atoms 1 to 6, given in e: number 1, O, carries -0.646; number 2, C, carries 0.699; number 3, N, carries -0.679; number 4, C, carries -0.254; number 5, C, carries -0.631; number 6, C, carries -0.539

***

No. 8
Below is a 5-piece molecular cluster, C17H34Cl8N4O overall, with properties calculated with ωB97M-V/def2-TZVPD.

Summary:
- structure (SMILES) = [H]/N=C(\N)NCCCC[C@H]1CCNC1=O.ClCCCl.ClCCCl.ClCCCl.ClCCCl
- DFT total energy (eV) = -126369.6251
- energy above the lowest of the compared OMol25 structures with the same formula, charge and spin (eV) = 0.000
- frontier orbital gap (eV) = 9.50
- highest occupied orbital energy (eV) = -9.144

```
! wB97M-V def2-TZVPD RIJCOSX def2/J DEFGRID3
* xyz 0 1
N -1.61 1.96 3.74
C -0.73 1.15 3.32
N -0.96 -0.28 3.26
N 0.56 1.54 2.95
C 0.83 2.98 2.92
C 0.65 3.67 1.56
C 1.91 3.57 0.66
C 1.63 3.25 -0.82
C 1.38 1.79 -1.15
C 0.96 1.49 -2.59
C 1.06 -0.04 -2.62
N 2.28 -0.27 -1.82
C 2.51 0.79 -0.95
O 3.45 0.86 -0.19
H -2.44 1.43 4.00
H -0.42 -0.71 4.00
H -0.57 -0.63 2.39
H 0.79 1.11 2.06
H 0.22 3.47 3.67
H 1.88 3.10 3.21
H 0.43 4.72 1.76
H -0.21 3.25 1.03
H 2.43 4.53 0.68
H 2.59 2.83 1.07
H 2.46 3.61 -1.43
H 0.73 3.79 -1.12
H 0.59 1.41 -0.48
H -0.07 1.82 -2.75
H 1.63 1.96 -3.31
H 1.22 -0.46 -3.61
H 0.16 -0.45 -2.15
H 2.41 -1.19 -1.42
Cl -1.65 -1.07 -0.37
C -3.13 -1.95 0.10
C -4.33 -1.49 -0.69
Cl -4.79 0.18 -0.30
H -3.27 -1.79 1.17
H -2.94 -3.00 -0.08
H -5.18 -2.13 -0.46
H -4.14 -1.55 -1.76
Cl 2.69 -3.17 -4.28
C 3.59 -4.47 -3.45
C 2.91 -4.88 -2.17
Cl 2.99 -3.60 -0.93
H 4.60 -4.11 -3.27
H 3.62 -5.32 -4.13
H 3.41 -5.75 -1.75
H 1.86 -5.12 -2.33
Cl -6.89 -1.11 -3.10
C -8.40 -0.72 -2.25
C -8.98 -1.92 -1.54
Cl -9.56 -3.17 -2.67
H -9.10 -0.33 -2.98
H -8.17 0.05 -1.52
H -9.83 -1.61 -0.94
H -8.24 -2.39 -0.89
Cl 6.16 0.88 5.11
C 6.00 1.17 3.35
C 5.19 0.09 2.67
Cl 6.03 -1.48 2.66
H 7.00 1.23 2.93
H 5.50 2.12 3.23
H 5.01 0.37 1.64
H 4.23 -0.05 3.17
*
```

Here are the natural (NBO) charges for atoms 1 to 6, given in e: number 1, N, carries -0.709; number 2, C, carries 0.564; number 3, N, carries -0.879; number 4, N, carries -0.630; number 5, C, carries -0.223; number 6, C, carries -0.421